[1]
C31H27F5GeO5PScTe as an isolated structure, computed with ωB97M-V/def2-TZVPD.

Results
highest occupied orbital energy (alpha / beta)	-10.826 / -10.824	eV
⟨S²⟩	0.76
Kohn-Sham gap (alpha / beta)	7.23 / 7.21	eV

Geometry as ORCA input:
```
! wB97M-V def2-TZVPD RIJCOSX def2/J DEFGRID3
* xyz 1 2
Sc 1.1155 0.7769 -0.2207
O 1.1496 3.9754 -0.8297
C 0.0537 3.8100 -0.4804
O -0.5628 2.5115 -0.3597
C -1.1224 4.6744 -0.0468
P -2.0281 3.1047 0.0964
C -2.4405 2.5939 1.7266
C -2.5780 3.5201 2.7628
C -2.8948 3.0681 4.0317
C -3.0567 1.7077 4.2586
C -2.9148 0.7880 3.2255
C -2.6180 1.2225 1.9470
C -3.2159 2.7167 -1.1306
C -2.8022 2.4417 -2.4365
C -3.7621 2.1624 -3.3913
C -5.1082 2.1742 -3.0490
C -5.5150 2.4473 -1.7475
C -4.5698 2.7130 -0.7757
H -1.4661 5.3747 -0.8044
H -0.9154 5.1882 0.8912
H -2.4451 4.5800 2.5860
H -3.0099 3.7735 4.8427
H -3.2973 1.3587 5.2540
H -3.0393 -0.2690 3.4153
H -2.5099 0.5085 1.1379
H -1.7524 2.3768 -2.6927
H -3.4520 1.9066 -4.3942
H -5.8519 1.9505 -3.8021
H -6.5651 2.4372 -1.4914
H -4.8751 2.9012 0.2465
F 0.6702 0.7132 -2.0732
Te -1.1699 -1.4175 -1.8690
F -2.5978 -2.3996 -2.5882
F -1.7693 -2.3487 -0.2993
F -1.8365 0.0531 -0.8346
F -1.7109 -0.2217 -3.2806
O 0.6413 -0.8367 0.6151
C -0.0501 -3.4892 1.9950
Ge 1.2832 -2.4580 1.0364
C 2.8953 -2.1782 2.0872
C 2.9758 -1.1078 2.9763
C 4.1182 -0.9065 3.7379
C 5.1917 -1.7781 3.6196
C 5.1232 -2.8481 2.7381
C 3.9811 -3.0445 1.9747
C 1.5902 -3.0566 -0.7947
C 0.8263 -4.0596 -1.3403
C 0.7170 -4.2220 -2.7412
C 1.3532 -3.3466 -3.5804
C 2.1688 -2.3081 -3.0603
C 2.8211 -1.3827 -3.9160
C 3.5891 -0.3775 -3.4077
C 3.7633 -0.2631 -2.0111
C 3.1463 -1.1384 -1.1603
C 2.3130 -2.1818 -1.6580
H 0.3486 -4.4758 2.2346
H -0.9651 -3.5913 1.4163
H -0.2758 -2.9833 2.9340
H 2.1448 -0.4172 3.0717
H 4.1723 -0.0689 4.4214
H 6.0836 -1.6218 4.2120
H 5.9608 -3.5267 2.6424
H 3.9449 -3.8770 1.2793
H 0.2522 -4.7169 -0.6970
H 0.1021 -5.0165 -3.1431
H 1.2457 -3.4380 -4.6546
H 2.6954 -1.4903 -4.9865
H 4.0773 0.3252 -4.0690
H 4.4095 0.5098 -1.6130
H 3.3532 -1.0808 -0.0951
O 1.6998 2.0383 1.3504
O 2.7670 1.5402 0.7611
*
```

***

[2]
One molecule with the formula C31H27NO2, computed with ωB97M-V/def2-TZVPD.

Results
highest occupied orbital energy	-7.610	eV
structure (SMILES)	CC(=O)[C@H](C(=O)c1ccccc1)C1(c2ccc(N(C)C)cc2)c2ccccc2-c2ccccc21
Kohn-Sham gap	8.15	eV

Geometry as ORCA input:
```
! wB97M-V def2-TZVPD RIJCOSX def2/J DEFGRID3
* xyz 0 1
C -1.3871 2.7437 0.7543
C -1.3143 1.9260 -0.5085
C -0.0376 1.0877 -0.6875
C 0.5219 1.3809 -2.0770
C 1.9265 1.9299 -2.1328
C 2.3432 2.9530 -1.2637
C 3.5128 3.6643 -1.5507
C 4.2783 3.3154 -2.6700
C 3.9173 2.2207 -3.4691
C 2.7346 1.5367 -3.2055
O -0.0789 1.2312 -3.1277
O -2.2153 1.9211 -1.3265
H -0.5513 3.4585 0.8252
H -2.3356 3.2924 0.7463
H -1.3669 2.0928 1.6399
H 0.7021 1.4225 0.0444
H 1.7147 3.1977 -0.4062
H 3.7951 4.5046 -0.9112
H 5.1594 3.9076 -2.9314
H 4.5298 1.9171 -4.3183
H 2.4150 0.7041 -3.8354
C -1.8433 0.2174 5.8694
N -1.9324 -0.8991 4.9539
C -2.4976 -2.1091 5.5053
C -1.5282 -0.8287 3.6463
C -0.4610 0.0215 3.2734
C 0.0030 0.0167 1.9631
C -0.7120 -0.6434 0.9554
C -0.2985 -0.3981 -0.4872
C -1.2528 -0.9095 -1.5850
C -0.5133 -1.5521 -2.5940
C -1.1236 -2.0303 -3.7464
C -2.5121 -1.9088 -3.8604
C -3.2603 -1.3382 -2.8244
C -2.6273 -0.8536 -1.6630
C 0.8854 -1.6677 -2.1561
C 1.0101 -1.1043 -0.8761
C 2.1752 -1.2343 -0.1478
C 3.2844 -1.8395 -0.7711
C 3.1834 -2.3334 -2.0778
C 1.9738 -2.2707 -2.7769
C -1.7526 -1.5036 1.3114
C -2.1179 -1.6410 2.6491
H -1.1320 0.9691 5.5220
H -2.8230 0.7048 5.9971
H -1.5272 -0.1668 6.8463
H -1.9632 -2.9983 5.1428
H -2.3929 -2.0516 6.5933
H -3.5631 -2.2230 5.2579
H 0.0370 0.6354 4.0202
H 0.9303 0.5609 1.7594
H -0.4999 -2.4641 -4.5272
H -3.0159 -2.2748 -4.7581
H -4.3427 -1.2371 -2.9106
H -3.2221 -0.4304 -0.8560
H 2.2295 -0.8695 0.8745
H 4.2267 -1.9049 -0.2276
H 4.0541 -2.7891 -2.5526
H 1.8503 -2.6577 -3.7887
H -2.2807 -2.0632 0.5406
H -2.9115 -2.3380 2.9171
*
```

***

[3]
C31H28BClIN9ORe as an isolated structure, computed with ωB97M-V/def2-TZVPD.

Results
highest occupied orbital energy (alpha / beta)	-10.056 / -10.069	eV
Kohn-Sham gap (alpha / beta)	6.61 / 6.55	eV

Geometry as ORCA input:
```
! wB97M-V def2-TZVPD RIJCOSX def2/J DEFGRID3
* xyz 1 1
Re -0.0098 0.0922 0.3420
C 1.4276 1.2235 -3.6253
C 1.3118 0.2957 -2.5877
N 0.6522 0.8245 -1.5581
N 0.3239 2.0866 -1.9204
C 0.7839 2.3461 -3.1596
B -0.5560 2.9712 -1.0163
N -1.9056 2.1828 -0.7347
C -3.1997 2.4959 -0.8430
C -3.9726 1.3758 -0.5755
C -3.0498 0.3948 -0.2608
N -1.8024 0.8802 -0.3357
N 0.1581 3.1316 0.3509
C 0.6772 4.1777 0.9899
C 1.2565 3.7411 2.1686
C 1.0425 2.3728 2.1767
N 0.3661 1.9995 1.0792
N -0.7620 4.2974 -1.7096
C -1.7221 4.7748 -2.5488
C -1.2943 5.9766 -3.0398
C -0.0306 6.1654 -2.4436
N 0.2965 5.1591 -1.6542
H 1.9087 1.0909 -4.5790
H 1.6461 -0.7260 -2.5561
H 0.6260 3.3107 -3.6125
H -3.5128 3.4995 -1.0642
H -5.0464 1.3022 -0.5895
H -3.2026 -0.6320 0.0349
H 0.6084 5.1651 0.5572
H 1.7586 4.3392 2.9093
H 1.3216 1.6325 2.9112
H -2.6032 4.2183 -2.8060
H -1.8122 6.6188 -3.7322
H 0.6547 6.9918 -2.5633
Cl 0.8664 -2.7583 6.7130
C 1.1337 -2.1903 5.1019
C 2.3728 -2.3097 4.5546
C 2.6173 -1.8561 3.2344
I 4.5291 -1.9715 2.4708
C 1.5954 -1.3351 2.5035
O 1.8026 -0.8446 1.2349
C 0.3182 -1.1667 3.0744
N -0.6383 -0.5497 2.2940
C -1.8147 -0.3204 2.8420
C -2.1499 -0.7195 4.1500
C -1.2278 -1.3586 4.9172
C 0.0635 -1.5897 4.3855
H 3.1753 -2.7453 5.1339
H -2.5346 0.2042 2.2278
H -3.1410 -0.5049 4.5239
H -1.4595 -1.6783 5.9242
C -0.4209 -3.2895 0.8266
C 0.8104 -2.9820 -0.0311
C 1.9460 -3.9184 0.4049
C 1.2425 -1.5171 -0.0049
C 0.4952 -3.1665 -1.5291
C -0.8109 -3.1561 -2.0127
C -1.0753 -3.2705 -3.3740
C -0.0349 -3.4007 -4.2805
C 1.2738 -3.4181 -3.8143
C 1.5317 -3.2991 -2.4563
H -0.1582 -3.3280 1.8849
H -0.8249 -4.2679 0.5595
H -1.2187 -2.5529 0.7056
H 2.8923 -3.6856 -0.0802
H 1.6801 -4.9492 0.1608
H 2.1065 -3.8579 1.4834
H 2.0462 -1.3581 -0.7126
H -1.6463 -3.0609 -1.3308
H -2.1010 -3.2627 -3.7215
H -0.2396 -3.4966 -5.3389
H 2.0978 -3.5277 -4.5082
H 2.5614 -3.3163 -2.1209
*
```

***

[4]
C31H28BN7ReS as an isolated structure, computed with ωB97M-V/def2-TZVPD.

Results
highest occupied orbital energy (alpha / beta)	-14.114 / -14.141	eV
⟨S²⟩	0.79
Kohn-Sham gap (alpha / beta)	5.79 / 6.23	eV

Geometry as ORCA input:
```
! wB97M-V def2-TZVPD RIJCOSX def2/J DEFGRID3
* xyz 2 2
Re -0.3929 0.2077 0.2893
C -3.4698 -1.9366 -3.6122
C -2.8260 -0.8737 -2.7983
C -2.9018 0.5197 -2.9552
C -2.0745 1.0548 -1.9853
N -1.5791 0.0311 -1.2617
N -2.0218 -1.1432 -1.7569
B -1.2104 -2.3856 -1.2749
N -1.3845 -2.5675 0.2530
N -0.8454 -1.5860 1.0059
C -0.7382 -2.0009 2.2787
C -1.2655 -3.2779 2.3588
C -1.6438 -3.6164 1.0536
C -2.2093 -4.8943 0.5478
C -0.1275 -0.9977 3.1566
C -0.6504 -0.6568 4.3925
C -0.1552 0.4544 5.0651
C 0.8490 1.2370 4.5108
C 1.3947 0.8915 3.2838
C 0.9114 -0.2201 2.5975
N 0.3002 -1.9971 -1.4867
N 0.8820 -0.8765 -0.9064
C 2.1720 -0.8138 -1.3550
C 2.3968 -1.8985 -2.1883
C 1.2061 -2.6119 -2.2531
C 0.9283 -3.8517 -3.0245
C 3.1338 0.2444 -1.0242
C 2.9517 1.1462 0.0225
C 3.8956 2.1286 0.2867
C 5.0372 2.2308 -0.4888
C 5.2324 1.3400 -1.5376
C 4.2926 0.3619 -1.8024
C -1.6054 2.3549 -1.4871
C -2.4585 3.4109 -1.2295
C -1.9960 4.5126 -0.5145
C -0.6932 4.5650 -0.0408
C 0.1846 3.5295 -0.3235
C -0.2599 2.4152 -1.0351
H -4.0322 -1.4938 -4.4293
H -2.7232 -2.6134 -4.0292
H -4.1533 -2.5274 -3.0009
H -3.4711 1.0441 -3.7048
H -1.4829 -3.3644 -1.8844
H -1.3402 -3.9087 3.2286
H -2.2786 -5.6178 1.3552
H -3.2076 -4.7387 0.1370
H -1.5826 -5.3125 -0.2406
H -1.4618 -1.2368 4.8144
H -0.5677 0.7191 6.0305
H 1.2223 2.0977 5.0499
H 2.2259 1.4560 2.8786
H 1.4658 -0.6071 1.7425
H 3.3088 -2.1668 -2.6919
H 1.8207 -4.1591 -3.5625
H 0.6267 -4.6639 -2.3617
H 0.1272 -3.6923 -3.7471
H 2.0862 1.0915 0.6677
H 3.7402 2.8134 1.1124
H 5.7722 2.9967 -0.2802
H 6.1187 1.4098 -2.1532
H 4.4585 -0.3077 -2.6348
H -3.4913 3.3618 -1.5506
H -2.6702 5.3351 -0.3137
H -0.3554 5.4290 0.5157
H 1.2238 3.5978 -0.0318
H 0.4836 1.7403 -1.4639
S -3.3837 2.4896 3.0605
C -2.3815 1.7273 2.1404
N -1.6083 1.1396 1.4233
*
```

***

[5]
C31H28BrGeN5PdS2 as an isolated structure, computed with ωB97M-V/def2-TZVPD.

Results
highest occupied orbital energy	0.582	eV
Kohn-Sham gap	3.41	eV

Geometry as ORCA input:
```
! wB97M-V def2-TZVPD RIJCOSX def2/J DEFGRID3
* xyz -2 1
Pd 0.2555 0.6765 -1.4718
N 2.0537 3.1783 -0.3089
C 2.8245 2.2040 -0.8558
N 2.3593 1.1581 -1.4616
C 3.3653 0.2910 -1.8663
C 4.6195 0.7150 -1.5770
S 4.5718 2.2265 -0.7370
C 3.0230 -0.9767 -2.5223
C 3.8706 -1.9977 -2.8187
S 2.9845 -3.3458 -3.4509
C 1.5010 -2.3940 -3.2594
N 1.7107 -1.2165 -2.8111
N 0.2670 -2.8615 -3.6178
H 1.1333 3.1914 -0.7599
H 2.4900 4.0833 -0.2461
H 5.5578 0.2206 -1.7610
H 4.9327 -2.0663 -2.6517
H 0.1226 -3.8515 -3.5130
H -0.4780 -2.2858 -3.2110
C -1.2255 5.4734 -5.4612
C -0.8949 4.2584 -4.6329
C -1.4171 2.9941 -4.9052
C -1.0762 1.9213 -4.1080
C -0.1939 2.0501 -3.0110
Br -1.8867 -0.4729 -1.6404
N 0.2934 3.3017 -2.7652
C -0.0503 4.3336 -3.5390
H -2.1056 5.2948 -6.0822
H -0.4017 5.7477 -6.1285
H -1.4288 6.3399 -4.8272
H -2.0997 2.8668 -5.7446
H -1.5074 0.9465 -4.3065
H 0.3838 5.2986 -3.2656
C 0.7428 -0.3880 0.2318
Ge -0.5087 -0.7443 1.6094
C 0.6692 -0.7166 3.2475
C 1.2227 -1.8619 3.8209
C 2.2041 -1.7867 4.8040
C 2.6649 -0.5512 5.2376
C 2.1413 0.6064 4.6736
C 1.1632 0.5159 3.6916
C -2.2392 0.0260 2.3753
C -3.4303 -0.0735 1.6507
C -4.6189 0.4584 2.1348
C -4.6464 1.1122 3.3610
C -3.4742 1.2256 4.0951
C -2.2881 0.6895 3.6031
C -1.0897 -2.6597 1.5105
C -1.7257 -3.3132 2.5656
C -1.9905 -4.6787 2.5202
C -1.6337 -5.4156 1.3987
C -1.0199 -4.7749 0.3269
C -0.7447 -3.4144 0.3906
H 1.4971 0.2518 0.7273
H 0.8842 -2.8360 3.4826
H 2.6282 -2.6913 5.2290
H 3.4352 -0.4874 5.9993
H 2.5127 1.5771 4.9865
H 0.7837 1.4235 3.2314
H -3.4199 -0.5671 0.6859
H -5.5313 0.3724 1.5536
H -5.5714 1.5339 3.7405
H -3.4827 1.7330 5.0553
H -1.3841 0.7735 4.1956
H -2.0179 -2.7388 3.4412
H -2.4756 -5.1693 3.3589
H -1.8268 -6.4831 1.3632
H -0.7475 -5.3440 -0.5570
H -0.2365 -2.9064 -0.4240
*
```

***

[6]
C31H28CeCl3N3O2Si as an isolated structure, computed with ωB97M-V/def2-TZVPD.

Results
highest occupied orbital energy (alpha / beta)	-10.824 / -10.817	eV
⟨S²⟩	0.75
Kohn-Sham gap (alpha / beta)	7.29 / 7.29	eV

Geometry as ORCA input:
```
! wB97M-V def2-TZVPD RIJCOSX def2/J DEFGRID3
* xyz 1 2
Ce -0.3031 -0.3234 -1.6108
C -0.4783 0.5034 3.0569
C -0.9981 -0.6836 3.5596
C -1.6071 -1.5726 2.6947
C -1.6886 -1.2727 1.3334
N -1.1741 -0.1266 0.8563
C -0.5975 0.7318 1.7046
C -2.2723 -2.2208 0.3515
C -3.2842 -3.0865 0.7623
C -3.8132 -4.0117 -0.1254
C -3.3144 -4.0744 -1.4188
C -2.3094 -3.2003 -1.8148
C -1.7535 -2.2431 -0.9614
H 0.0095 1.2291 3.6946
H -0.9166 -0.9158 4.6144
H -1.9946 -2.5134 3.0617
H -0.1969 1.6412 1.2683
H -3.6903 -3.0218 1.7664
H -4.6082 -4.6755 0.1916
H -3.7138 -4.7991 -2.1213
H -1.9534 -3.2779 -2.8385
Cl 1.7206 -0.9382 -3.3497
Si 0.7628 1.1844 -3.9400
Cl 1.4562 1.3255 -5.8560
Cl -1.1944 0.1376 -4.2276
N -1.9383 1.8967 -1.2978
C -3.3745 1.6661 -1.2442
C -4.2094 2.5995 -0.6475
C -5.5777 2.3781 -0.5988
C -6.1172 1.2247 -1.1521
C -5.2786 0.2855 -1.7342
C -3.9094 0.5023 -1.7751
H -1.6938 2.4920 -0.5164
H -1.7255 2.4339 -2.1319
H -3.7924 3.5025 -0.2115
H -6.2213 3.1116 -0.1294
H -7.1856 1.0564 -1.1239
H -5.6873 -0.6271 -2.1495
H -3.2654 -0.2545 -2.1985
C 4.2424 0.8105 2.9655
O 4.1208 0.9297 1.5492
C 3.3700 1.9333 1.0655
C 2.6343 2.8009 1.8653
C 1.9200 3.8457 1.2979
C 1.9359 4.0429 -0.0744
C 2.6543 3.1716 -0.8767
C 3.3472 2.1070 -0.3260
N 4.1234 1.2824 -1.1974
C 4.3924 -0.0083 -1.1634
C 3.7689 -1.0675 -0.4797
C 4.5451 -2.2404 -0.2835
C 4.0396 -3.3380 0.3429
C 2.6963 -3.3183 0.7685
C 1.9026 -2.2222 0.5555
C 2.3979 -1.0601 -0.0848
O 1.6001 -0.0783 -0.3676
H 4.9454 0.0028 3.1378
H 3.2838 0.5582 3.4216
H 4.6310 1.7296 3.4055
H 2.6373 2.6737 2.9400
H 1.3645 4.5201 1.9389
H 1.4079 4.8793 -0.5172
H 2.6843 3.3200 -1.9504
H 4.6187 1.7987 -1.9077
H 5.2516 -0.2747 -1.7721
H 5.5773 -2.2342 -0.6214
H 4.6513 -4.2146 0.5093
H 2.2800 -4.1952 1.2515
H 0.8650 -2.2178 0.8661
*
```

***

[7]
C31H28CrNOTe as an isolated structure, computed with ωB97M-V/def2-TZVPD.

Results
highest occupied orbital energy (alpha / beta)	-10.642 / -11.119	eV
⟨S²⟩	6.03
Kohn-Sham gap (alpha / beta)	7.61 / 8.04	eV

Geometry as ORCA input:
```
! wB97M-V def2-TZVPD RIJCOSX def2/J DEFGRID3
* xyz 1 5
Cr -0.6446 0.8407 0.3447
C 2.2723 -0.3321 -2.7398
C 3.3824 -0.5715 -1.9419
C 3.2838 -0.4356 -0.5661
C 2.0668 -0.0722 0.0081
C 0.9211 0.1548 -0.7775
C 1.0626 0.0324 -2.1578
C 1.8988 0.0880 1.4684
C 2.9702 0.0167 2.3900
C 2.7335 0.2014 3.7158
C 1.4132 0.4063 4.1817
C 1.0946 0.5567 5.5492
C -0.2042 0.7023 5.9469
C -1.2376 0.6858 4.9885
C -0.9536 0.5528 3.6567
C 0.3841 0.4327 3.2232
N 0.6579 0.3271 1.8846
H 2.3513 -0.4325 -3.8152
H 4.3234 -0.8611 -2.3901
H 4.1595 -0.6244 0.0410
H 0.2141 0.2214 -2.8103
H 3.9728 -0.1594 2.0321
H 3.5479 0.1772 4.4301
H 1.8980 0.5421 6.2755
H -0.4467 0.8098 6.9953
H -2.2670 0.7661 5.3127
H -1.7574 0.5017 2.9300
Te -1.4480 3.3536 1.5272
C 0.3205 3.6436 2.6445
C 0.2024 3.9219 3.9995
C 1.3489 4.0903 4.7655
C 2.6004 3.9937 4.1760
C 2.7102 3.7233 2.8178
C 1.5709 3.5405 2.0480
C -0.8859 4.4781 -0.1654
C -1.4113 5.7550 -0.3291
C -1.0591 6.5071 -1.4419
C -0.1852 5.9880 -2.3860
C 0.3389 4.7127 -2.2230
C -0.0138 3.9538 -1.1161
H -0.7727 4.0142 4.4612
H 1.2588 4.3098 5.8213
H 3.4919 4.1392 4.7721
H 3.6855 3.6549 2.3531
H 1.6680 3.3326 0.9894
H -2.0897 6.1667 0.4070
H -1.4664 7.5015 -1.5667
H 0.0891 6.5782 -3.2503
H 1.0216 4.3045 -2.9571
H 0.4012 2.9557 -1.0083
C -2.9766 -0.0954 -3.1092
C -3.7111 1.2046 -2.7881
C -2.7639 1.8813 -1.8156
O -2.1140 0.7881 -1.1038
C -2.4141 -0.4855 -1.7580
H -2.1690 0.0848 -3.8208
H -3.6277 -0.8662 -3.5161
H -4.6681 0.9939 -2.3087
H -3.8948 1.8217 -3.6650
H -3.2593 2.5133 -1.0796
H -1.9896 2.4582 -2.3225
H -3.1498 -1.0080 -1.1450
H -1.4907 -1.0591 -1.7980
*
```

***

Values for max |F|, eV/Å, ordered as above
0.7, 1.6, 0.8, 0.5, 0.7, 2.1, 0.1